# 1
One molecule with the formula C7H11N in a non-equilibrium geometry, computed with the ωB97M-V functional and the def2-TZVPD basis.

Structure (XYZ):
```
19
Properties=species:S:1:pos:R:3:mulliken_charge:R:1
C 2.248 0.016 0.000 -1.52
C 0.736 0.022 0.010 1.15
C -0.055 1.308 -0.259 -0.95
C -1.411 0.587 -0.004 -0.36
C -1.473 -0.577 -0.935 -0.38
C -0.123 -1.100 -0.579 -0.64
C -0.049 -0.871 0.933 -0.66
N -1.242 -0.118 1.285 -0.61
H 2.679 -0.355 -0.884 0.33
H 2.641 0.990 0.204 0.37
H 2.423 -0.691 0.781 0.38
H 0.099 2.082 0.510 0.41
H -0.102 1.721 -1.266 0.31
H -2.257 1.269 0.184 0.40
H -1.474 -0.159 -2.007 0.26
H -2.225 -1.249 -0.497 0.38
H 0.314 -1.959 -1.053 0.41
H 0.302 -1.570 1.679 0.44
H -1.032 0.653 1.898 0.28
```

The SMILES is C[C@@]12C[C@H]3C[C@@H]1[C@@H]2N3. The calculation puts the HOMO energy at -8.63 eV. The value obtained for the energy relative to the best compared isomer or geometry (same formula, charge and spin) is 45.7 kcal per mole. Its orbital gap is 9.65 eV. The energy is -328.0151 hartree.



# 2
C52H45FHgN7OP2S as an isolated structure in a non-equilibrium geometry, computed with the ωB97M-V functional and the def2-TZVPD basis.

Structure (XYZ):
```
110
Properties=species:S:1:pos:R:3:mulliken_charge:R:1
Hg 0.963 -0.054 -0.029 3.61
C 2.130 2.996 0.372 -0.91
P 0.373 2.400 -0.414 0.70
C -1.401 2.237 -1.325 1.01
C -2.646 2.666 -0.875 -0.89
C -3.805 2.492 -1.632 -0.34
C -3.746 1.879 -2.872 -0.90
C -2.512 1.433 -3.342 -0.53
C -1.373 1.606 -2.576 -0.35
C -0.426 3.133 1.091 0.45
C -0.648 2.332 2.208 0.72
C -1.183 2.863 3.376 -0.89
C -1.503 4.211 3.448 -0.84
C -1.275 5.025 2.345 -0.63
C -0.739 4.489 1.183 -0.47
C 2.604 2.096 1.462 0.37
C 2.838 2.205 2.826 -1.21
C 3.156 0.888 3.285 -1.01
C 3.079 0.053 2.178 0.33
C 3.173 -1.419 1.956 -1.47
P 1.445 -2.206 1.343 1.11
C 1.020 -2.344 3.165 0.62
C 0.643 -1.233 3.916 -0.51
C 0.373 -1.354 5.274 -0.76
C 0.494 -2.580 5.911 -0.64
C 0.892 -3.690 5.174 -0.65
C 1.144 -3.572 3.816 -0.98
C -0.277 -3.258 1.158 0.56
C -1.455 -2.539 1.328 -0.38
C -2.703 -3.152 1.397 -0.52
C -2.798 -4.534 1.315 -0.72
C -1.636 -5.283 1.173 -0.90
C -0.402 -4.651 1.095 -0.41
N 2.784 0.800 1.082 0.15
H 2.040 4.047 0.668 0.45
H 2.861 2.955 -0.441 0.54
H -2.737 3.140 0.096 0.12
H -4.759 2.826 -1.238 0.35
H -4.645 1.742 -3.463 0.34
H -2.446 0.945 -4.310 0.52
H -0.424 1.231 -2.952 0.06
H -0.394 1.279 2.168 -0.50
H -1.335 2.218 4.234 0.52
H -1.919 4.627 4.358 0.34
H -1.514 6.082 2.391 0.40
H -0.562 5.142 0.335 0.16
H 2.780 3.107 3.421 0.46
H 3.381 0.589 4.301 0.46
H 3.455 -1.944 2.874 0.50
H 3.919 -1.649 1.193 0.38
H 0.586 -0.261 3.446 0.36
H 0.076 -0.476 5.837 0.42
H 0.284 -2.672 6.970 0.33
H 0.997 -4.655 5.658 0.38
H 1.437 -4.447 3.246 0.29
H -1.390 -1.456 1.409 0.08
H -3.598 -2.551 1.518 0.47
H -3.766 -5.023 1.369 0.38
H -1.692 -6.366 1.123 0.36
H 0.487 -5.263 0.990 0.37
C 0.460 -2.216 -3.017 -1.47
N -0.496 -1.764 -2.031 1.21
C -1.854 -1.820 -2.511 -1.75
C -2.833 -1.279 -1.517 -0.18
N -2.578 -0.478 -0.533 0.69
C -3.795 -0.262 0.087 1.15
C -4.088 0.498 1.215 -0.90
C -5.404 0.546 1.637 -0.73
C -6.416 -0.147 0.955 -0.77
C -6.138 -0.914 -0.164 -0.92
C -4.813 -0.959 -0.579 0.46
N -4.166 -1.618 -1.602 0.09
C 1.877 -1.982 -2.580 -0.78
N 2.252 -0.891 -1.954 0.81
C 3.621 -0.775 -2.160 -0.16
C 4.533 0.134 -1.637 0.44
C 5.858 0.002 -2.026 -1.14
C 6.271 -1.017 -2.890 -0.55
C 5.364 -1.942 -3.395 -0.91
C 4.040 -1.798 -3.018 0.09
N 2.900 -2.536 -3.357 -0.16
H 0.306 -1.632 -3.934 0.47
H 0.347 -3.279 -3.289 0.08
H -0.412 -2.299 -1.168 -0.75
H -2.174 -2.841 -2.794 0.63
H -1.929 -1.207 -3.417 0.39
H -3.299 1.036 1.726 0.33
H -5.663 1.131 2.511 0.43
H -7.436 -0.084 1.316 0.34
H -6.922 -1.454 -0.683 0.43
H -4.579 -2.197 -2.310 0.22
H 4.210 0.868 -0.909 0.07
H 6.595 0.690 -1.629 0.43
H 7.317 -1.098 -3.158 0.37
H 5.681 -2.746 -4.047 0.42
H 2.989 -3.554 -3.264 0.48
O 2.846 -4.782 -1.621 -0.80
S 1.818 -3.950 -0.895 0.52
N 2.360 -3.388 0.462 -0.60
F 2.204 5.261 -5.383 -0.39
C 1.777 4.615 -4.258 0.06
C 0.738 5.157 -3.535 -0.97
C 0.302 4.481 -2.399 -0.40
C 0.911 3.306 -1.974 -0.20
C 1.963 2.798 -2.736 -0.32
C 2.395 3.438 -3.890 -0.67
H 0.270 6.075 -3.867 0.43
H -0.560 4.864 -1.865 0.25
H 2.444 1.874 -2.437 0.42
H 3.201 3.034 -4.490 0.55
```

The calculation puts the HOMO energy (spin up / spin down) at -0.71 / -0.73 eV. The value obtained for the energy relative to the best compared isomer or geometry (same formula, charge and spin) is 87.8 kcal per mole. Its orbital gap (spin up / spin down) is 4.67 / 4.70 eV. Its total charge is -2. The energy is -3801.2240 hartree. The spin multiplicity is 2.



# 3
A 11-piece molecular cluster, H22O11 overall in a non-equilibrium geometry, computed with the ωB97M-V functional and the def2-TZVPD basis.

Structure (XYZ):
```
33
Properties=species:S:1:pos:R:3:mulliken_charge:R:1
O 13.962 -2.488 10.965 -0.57
H 13.610 -3.375 11.041 0.24
H 13.575 -2.012 11.699 0.28
O 12.261 -4.932 11.848 -0.56
H 11.681 -5.119 12.586 0.24
H 11.963 -5.519 11.153 0.27
O 15.897 -3.799 13.124 -0.61
H 16.667 -3.479 13.593 0.27
H 15.321 -3.036 13.060 0.34
O 11.713 -1.259 12.646 -0.50
H 10.824 -1.407 12.324 0.21
H 11.600 -1.048 13.573 0.29
O 16.668 -0.618 12.353 -0.61
H 15.929 -0.864 12.910 0.35
H 17.244 -1.383 12.368 0.32
O 12.931 1.278 12.638 -0.62
H 12.250 1.905 12.394 0.29
H 12.531 0.421 12.493 0.37
O 14.091 -1.969 8.313 -0.62
H 14.301 -1.037 8.257 0.32
H 14.054 -2.151 9.252 0.44
O 14.415 -6.371 9.557 -0.62
H 14.494 -7.324 9.589 0.31
H 14.309 -6.109 10.472 0.30
O 14.574 -1.373 13.873 -0.67
H 14.224 -1.935 14.564 0.22
H 14.336 -0.486 14.141 0.27
O 13.418 -4.106 14.572 -0.58
H 12.964 -3.947 13.745 0.32
H 12.959 -4.853 14.957 0.29
O 12.011 0.094 9.245 -0.61
H 12.045 -0.761 9.674 0.31
H 11.948 -0.108 8.312 0.30
```

The SMILES is O.O.O.O.O.O.O.O.O.O.O. The calculation puts the HOMO energy at -10.16 eV. The value obtained for the energy relative to the best compared isomer or geometry (same formula, charge and spin) is 43.5 kcal per mole. Its orbital gap is 9.64 eV. The energy is -840.8108 hartree.



# 4
C5H5ClN2S2 as an isolated structure in a non-equilibrium geometry, computed with the ωB97M-V functional and the def2-TZVPD basis.

Structure (XYZ):
```
15
Properties=species:S:1:pos:R:3:mulliken_charge:R:1
C -1.126 -1.400 -1.344 -0.27
C 0.788 0.006 -1.810 -0.26
C -0.641 -0.847 -0.199 -0.38
C 0.503 -0.044 -0.518 0.52
C -0.634 0.194 1.858 -0.73
N -1.070 -0.842 1.065 -0.23
N 1.568 2.220 0.041 -0.31
S -0.250 -1.005 -2.773 -0.10
S 1.238 0.812 0.794 0.18
Cl 2.764 3.081 0.809 -0.14
H -2.098 -1.960 -1.549 0.33
H 1.617 0.477 -2.349 0.42
H -1.080 1.149 1.443 0.37
H -0.475 -0.153 2.880 0.35
H -1.103 -1.687 1.652 0.28
```

The calculation puts the HOMO energy (spin up / spin down) at -7.24 / -7.24 eV. The value obtained for the energy relative to the best compared isomer or geometry (same formula, charge and spin) is 58.0 kcal per mole. Its orbital gap (spin up / spin down) is 7.24 / 7.25 eV. The energy is -1559.4382 hartree.